(1)
C31H49ClOsP2 as an isolated structure in a non-equilibrium geometry. Source: OMol25; level of theory: ωB97M-V/def2-TZVPD.

Atoms and positions in Å:
1 Os -0.460 0.140 -0.705
2 C -2.059 1.860 -0.823
3 C -2.166 0.725 -1.742
4 C -3.181 0.177 0.313
5 C -2.829 1.535 0.369
6 C -2.678 -0.371 -0.952
7 C -1.666 3.241 -1.246
8 H -1.317 3.246 -2.287
9 H -0.856 3.643 -0.621
10 H -2.504 3.948 -1.172
11 C -3.318 2.584 1.321
12 H -3.597 3.486 0.765
13 H -2.581 2.888 2.072
14 H -4.217 2.248 1.851
15 C -4.010 -0.626 1.243
16 H -4.670 0.007 1.834
17 H -3.436 -1.238 1.944
18 H -4.652 -1.296 0.671
19 C -3.126 -1.669 -1.572
20 H -4.178 -1.641 -1.916
21 H -3.040 -2.518 -0.885
22 H -2.511 -1.879 -2.456
23 C -2.197 0.789 -3.247
24 H -3.197 0.874 -3.694
25 H -1.744 -0.122 -3.633
26 H -1.609 1.630 -3.605
27 C 3.934 0.618 -0.600
28 C 3.285 1.393 -1.571
29 C 3.642 1.151 -3.043
30 C 3.062 -0.164 -3.583
31 C 2.038 -0.787 -2.636
32 C 2.488 -1.600 -1.658
33 C 3.967 -1.845 -1.335
34 C 4.783 -0.566 -0.945
35 H 4.747 1.179 -3.087
36 H 3.884 -0.870 -3.844
37 H 3.333 2.029 -3.641
38 H 5.517 -0.363 -1.741
39 H 4.092 1.070 0.392
40 H 3.133 2.465 -1.394
41 H 5.419 -0.778 -0.062
42 H 4.113 -2.582 -0.515
43 H 1.851 -2.399 -1.263
44 H 4.420 -2.350 -2.199
45 H 2.565 0.004 -4.557
46 H 1.009 -0.888 -3.035
47 P 1.558 1.125 -0.349
48 P -0.276 -2.043 0.205
49 C 2.040 -0.433 0.919
50 C 1.279 -1.713 1.198
51 H 2.350 0.037 1.873
52 H 2.988 -0.822 0.497
53 H 1.959 -2.574 1.050
54 H 0.958 -1.738 2.255
55 C -1.399 -2.902 1.310
56 H -2.428 -2.773 0.987
57 H -1.322 -2.477 2.311
58 H -1.154 -3.965 1.336
59 C -0.236 -3.081 -1.311
60 H 0.454 -3.927 -1.196
61 H 0.112 -2.454 -2.148
62 H -1.233 -3.428 -1.566
63 C 1.684 2.702 0.549
64 H 0.946 3.415 0.174
65 H 2.682 3.079 0.340
66 H 1.597 2.614 1.631
67 C 0.756 1.637 -1.966
68 H -0.223 1.162 -2.175
69 H 1.327 1.236 -2.803
70 H 0.644 2.733 -2.052
71 Cl 1.820 -0.444 4.246
72 C 0.096 -0.504 4.272
73 C -0.512 -1.146 5.347
74 C -1.891 -1.013 5.569
75 C -2.669 -0.300 4.656
76 C -2.066 0.269 3.545
77 C -0.691 0.146 3.256
78 C -0.175 0.846 2.090
79 H 0.098 -1.689 6.070
80 H -2.367 -1.469 6.440
81 H -3.740 -0.120 4.830
82 H -2.656 0.821 2.825
83 H 0.884 0.992 2.292
84 H -0.673 1.826 1.984

Results
lowest unoccupied orbital energy (alpha / beta)	-0.2426 / -0.2661	Eh
spin multiplicity	5
molar mass	709.36	g/mol
HOMO-LUMO gap (alpha / beta)	5.3 / 5.9	eV
charge	+2
E_HOMO (alpha / beta)	-11.9 / -13.2	eV
max |F|	3.33	eV/Å
ΔE to the lowest compared entry with this formula, charge and spin	124.58	kcal per mole

***

(2)
C31H49F6GeN7O6S5Sr as an isolated structure. Source: OMol25; level of theory: ωB97M-V/def2-TZVPD.

Atoms and positions in Å:
1 Sr 0.319 -0.492 0.396
2 C 0.202 -0.324 -4.230
3 C -1.145 -1.004 -4.025
4 S -2.432 0.050 -3.328
5 C -2.726 1.228 -4.668
6 C -1.794 2.435 -4.677
7 S -1.823 3.411 -3.156
8 C -0.442 2.797 -2.124
9 C 0.781 2.155 -2.769
10 S 0.920 0.349 -2.709
11 H 0.154 0.461 -4.983
12 H 0.924 -1.058 -4.590
13 H -1.031 -1.822 -3.311
14 H -1.495 -1.445 -4.961
15 H -3.753 1.566 -4.532
16 H -2.681 0.700 -5.625
17 H -2.108 3.123 -5.466
18 H -0.769 2.159 -4.902
19 H -0.849 2.138 -1.355
20 H -0.105 3.712 -1.634
21 H 1.649 2.445 -2.172
22 H 0.975 2.520 -3.778
23 F 4.576 -2.105 1.427
24 C 4.065 -0.895 1.270
25 F 4.852 0.004 1.863
26 F 2.865 -0.843 1.873
27 S 3.864 -0.442 -0.498
28 O 2.899 0.640 -0.430
29 O 5.169 -0.156 -0.984
30 N 3.246 -1.677 -1.192
31 S 2.228 -2.792 -0.933
32 O 1.033 -2.591 -1.715
33 O 2.032 -3.109 0.459
34 C 3.059 -4.255 -1.651
35 F 4.188 -4.510 -1.002
36 F 2.241 -5.304 -1.526
37 F 3.324 -4.069 -2.938
38 C -3.495 -1.663 2.573
39 Ge -3.277 0.244 2.087
40 C -2.476 1.158 3.649
41 C -5.130 0.933 1.954
42 C -2.174 0.545 0.530
43 H -3.507 -1.782 3.658
44 H -2.683 -2.261 2.161
45 H -4.436 -2.069 2.193
46 H -3.062 0.997 4.556
47 H -2.415 2.236 3.480
48 H -1.467 0.783 3.823
49 H -5.698 0.762 2.871
50 H -5.650 0.443 1.129
51 H -5.123 2.005 1.748
52 H -2.113 1.644 0.467
53 H -2.727 0.281 -0.380
54 O -5.979 -3.047 -0.175
55 C -5.261 -1.991 -0.796
56 N -4.878 -2.399 -2.110
57 C -3.861 -3.228 -2.481
58 O -3.781 -3.663 -3.614
59 C -2.815 -3.571 -1.464
60 C -2.427 -4.890 -1.307
61 C -1.434 -5.189 -0.394
62 C -0.842 -4.154 0.310
63 N -1.179 -2.873 0.141
64 C -2.149 -2.597 -0.732
65 H -6.194 -2.788 0.728
66 H -4.390 -1.723 -0.201
67 H -5.888 -1.102 -0.901
68 H -5.540 -2.238 -2.855
69 H -2.898 -5.662 -1.901
70 H -1.111 -6.207 -0.231
71 H -0.050 -4.360 1.018
72 H -2.391 -1.547 -0.841
73 N 1.033 -2.781 8.077
74 C 0.883 -2.418 6.998
75 C 0.697 -1.964 5.645
76 C 0.074 -2.779 4.709
77 C -0.081 -2.295 3.422
78 N 0.336 -1.089 3.043
79 C 0.937 -0.311 3.947
80 C 1.136 -0.705 5.257
81 H -0.283 -3.763 4.977
82 H -0.575 -2.894 2.671
83 H 1.253 0.659 3.583
84 H 1.623 -0.046 5.962
85 C 3.422 2.849 3.459
86 C 3.133 2.847 1.964
87 N 1.995 3.699 1.636
88 C 2.284 5.109 1.422
89 C 2.633 5.423 -0.028
90 C 0.751 3.167 1.590
91 C -0.407 4.124 1.442
92 N 0.578 1.887 1.708
93 H 4.274 2.206 3.683
94 H 2.554 2.483 4.011
95 H 3.651 3.853 3.820
96 H 2.915 1.848 1.611
97 H 4.000 3.204 1.404
98 H 3.125 5.370 2.068
99 H 1.446 5.718 1.754
100 H 3.467 4.806 -0.365
101 H 2.915 6.471 -0.137
102 H 1.783 5.228 -0.684
103 H -0.520 4.732 2.341
104 H -1.325 3.566 1.279
105 H -0.263 4.800 0.600
106 H -0.427 1.706 1.723

Results
lowest unoccupied orbital energy	-0.0223	Eh
molar mass	1050.33	g/mol
HOMO-LUMO gap	6.7	eV
charge	0
E_HOMO	-7.4	eV
max |F|	0.80	eV/Å
ΔE to the lowest compared entry with this formula, charge and spin	7.60	kcal per mole

***

(3)
C31H49N2O2P2Pd as an isolated structure in a non-equilibrium geometry. Source: OMol25; level of theory: ωB97M-V/def2-TZVPD.

Atoms and positions in Å:
1 C -0.251 0.813 -2.483
2 C -0.107 -1.434 -1.620
3 C -0.264 0.347 -3.810
4 C 0.125 -1.878 -2.974
5 C -0.025 -1.027 -4.035
6 H -0.393 1.035 -4.630
7 H 0.309 -2.958 -3.079
8 H 0.034 -1.436 -5.056
9 N -0.196 -0.028 -1.442
10 P 0.081 2.718 -0.443
11 P -1.175 -1.715 0.869
12 C -0.382 2.288 -2.216
13 H 0.225 2.916 -2.882
14 H -1.418 2.627 -2.323
15 C -1.781 0.972 1.959
16 O -2.618 1.103 2.787
17 C -0.474 -2.389 -0.606
18 H 0.208 -3.353 -0.528
19 C -0.641 -2.733 2.438
20 C -2.798 -2.381 0.126
21 C 1.945 3.019 -0.613
22 C -0.898 4.186 -0.075
23 C 0.057 -1.774 3.432
24 H -0.624 -0.973 3.757
25 H 0.372 -2.361 4.318
26 H 0.963 -1.300 3.028
27 C -1.831 -3.345 3.131
28 H -2.542 -2.587 3.427
29 H -2.321 -4.084 2.512
30 H -1.486 -3.835 4.039
31 C 0.380 -3.816 2.067
32 H 0.626 -4.353 3.005
33 H -0.030 -4.566 1.380
34 H 1.307 -3.398 1.627
35 C -3.936 -2.181 1.109
36 H -3.919 -1.169 1.532
37 H -4.858 -2.304 0.532
38 H -3.920 -2.915 1.912
39 C -3.119 -1.558 -1.129
40 H -3.229 -0.487 -0.890
41 H -2.405 -1.684 -1.949
42 H -4.083 -1.931 -1.500
43 C -2.555 -3.858 -0.234
44 H -1.530 -4.223 -0.116
45 H -3.184 -4.510 0.374
46 H -2.785 -4.008 -1.294
47 C -0.408 4.819 1.246
48 H -1.089 5.637 1.545
49 H -0.394 4.080 2.061
50 H 0.597 5.251 1.138
51 C -2.385 3.776 0.094
52 H -2.826 3.459 -0.864
53 H -2.491 2.947 0.804
54 H -2.979 4.631 0.474
55 C -0.864 5.251 -1.197
56 H -1.563 6.070 -0.935
57 H 0.130 5.697 -1.315
58 H -1.183 4.830 -2.166
59 C 2.637 1.915 -1.414
60 H 3.700 2.171 -1.476
61 H 2.563 0.942 -0.931
62 H 2.241 1.828 -2.423
63 C 2.539 3.040 0.822
64 H 2.442 2.052 1.310
65 H 3.617 3.271 0.736
66 H 2.065 3.792 1.481
67 C 2.208 4.356 -1.295
68 H 1.720 4.413 -2.271
69 H 1.932 5.218 -0.676
70 H 3.286 4.416 -1.467
71 Pd -0.386 0.701 0.638
72 N 1.561 -0.108 1.046
73 C 2.223 -1.072 0.779
74 C 3.126 -2.032 0.270
75 C 4.285 -1.636 0.962
76 C 3.163 -3.110 -0.644
77 C 5.474 -2.288 0.781
78 H 4.182 -0.779 1.664
79 C 4.389 -3.756 -0.810
80 H 2.295 -3.403 -1.185
81 C 5.533 -3.370 -0.121
82 H 6.334 -1.902 1.360
83 H 4.497 -4.592 -1.510
84 H 6.496 -3.860 -0.258
85 O -4.116 1.232 0.050
86 H -4.635 1.196 0.895
87 H -4.770 1.442 -0.631

Results
lowest unoccupied orbital energy (alpha / beta)	-0.0953 / -0.1494	Eh
spin multiplicity	3
molar mass	650.11	g/mol
HOMO-LUMO gap (alpha / beta)	6.1 / 6.9	eV
charge	+1
E_HOMO (alpha / beta)	-8.7 / -11.0	eV
max |F|	6.19	eV/Å
ΔE to the lowest compared entry with this formula, charge and spin	51.58	kcal per mole

***

no.,electronic energy (eV)
1,-66484.65621
2,-183492.29755
3,-62067.03270